Record 1
The following is a DFT calculation (ωB97M-V/def2-TZVPD) of C22H25Cl6CuNO6P as an isolated structure in a non-equilibrium geometry.

Structure (XYZ):
```
62
Properties=species:S:1:pos:R:3:forces:R:3:mulliken_charge:R:1
Cu -0.748917 0.386988 -1.344128 -0.084 -0.661 -1.830 -0.129
Cl -0.793187 -2.279014 0.022861 -0.677 -0.665 0.242 0.076
C -2.531539 -2.713943 0.014116 0.463 0.266 -0.132 -0.599
Cl -3.379213 -1.869375 -1.292779 -0.159 -0.119 -0.079 -0.158
H -2.985189 -2.402338 0.951567 0.146 -0.053 -0.043 0.293
H -2.638311 -3.783193 -0.152408 0.117 0.143 0.050 0.395
Cl 0.459848 -1.831317 -7.499990 0.133 -0.213 -0.335 -0.247
C -0.165548 -0.944261 -6.166884 -0.355 0.533 -0.219 0.224
C -0.955331 0.185847 -6.383846 0.384 -0.643 -0.054 0.262
Cl -1.293962 0.668022 -7.999876 -0.131 0.192 -0.358 -0.239
C -1.458062 0.907759 -5.311315 0.113 -0.099 0.517 0.018
Cl -2.389606 2.329229 -5.594728 -0.228 0.273 0.096 -0.248
C -1.176155 0.545811 -3.982319 0.520 -0.845 -1.214 0.926
O -1.542847 1.221870 -2.957873 -0.427 0.290 1.082 -1.046
C -0.383655 -0.649239 -3.767952 -0.268 0.455 -1.235 -0.083
O -0.167747 -1.020371 -2.558152 0.134 0.046 1.063 -0.026
C 0.120651 -1.346053 -4.873346 -0.185 0.293 0.396 0.040
Cl 1.108174 -2.728350 -4.586681 0.142 -0.245 0.167 -0.217
N -1.997553 0.715954 0.055927 -0.933 1.792 1.310 0.308
C -2.378215 1.610606 0.683483 0.592 -2.084 -1.210 0.341
C -2.971183 2.581592 1.491311 -0.795 1.263 1.071 0.042
C -4.216437 3.117583 1.128989 0.395 -0.195 0.036 -0.520
C -4.853264 4.000282 1.977345 -0.080 0.114 0.087 -0.538
C -4.270736 4.352680 3.187919 0.104 -0.083 -0.097 -0.337
C -3.021084 3.852315 3.531122 -0.079 0.146 0.110 -0.597
C -2.365182 2.974113 2.692547 -0.088 -0.162 -0.438 -0.383
H -4.659998 2.830557 0.190214 -0.073 -0.056 -0.135 0.504
H -5.807985 4.421100 1.692730 -0.032 -0.035 0.011 0.380
H -4.788887 5.020370 3.861491 0.004 0.075 0.009 0.385
H -2.552698 4.156468 4.456814 0.005 -0.026 0.038 0.401
H -1.392913 2.582079 2.937591 0.153 -0.078 0.074 0.603
C 4.420375 -1.329946 -0.022161 -0.383 0.047 0.042 -1.950
C 3.058061 -1.465045 -0.713111 0.916 -0.529 -0.728 1.792
C 3.010461 -0.568072 -1.945927 -0.238 -0.043 0.172 -1.528
C 2.805308 -2.926913 -1.107884 -0.107 0.463 0.171 -1.689
O 2.016025 -1.125708 0.196901 -0.656 0.746 0.615 0.044
P 1.650793 0.422812 0.563541 0.035 -0.051 0.153 0.988
O 2.833970 1.235902 0.905957 0.068 -0.188 0.131 -0.876
O 0.746047 1.027211 -0.487021 0.764 0.001 0.504 -1.047
O 0.638725 0.159025 1.800083 0.017 0.184 -0.483 0.071
C 0.962306 -0.385343 3.071638 0.021 -0.301 0.784 2.010
C 2.462556 -0.418623 3.323953 -0.100 0.174 -0.009 -1.690
C 0.268416 0.519543 4.099266 0.232 -0.166 -0.336 -1.954
C 0.386988 -1.800933 3.154580 0.110 0.334 -0.088 -1.568
H 5.220049 -1.568637 -0.720758 0.049 -0.052 -0.068 0.508
H 4.481629 -2.005216 0.831096 0.030 -0.083 0.078 0.340
H 4.533165 -0.307918 0.327392 0.112 0.096 0.058 0.339
H 3.755388 -0.878209 -2.676736 0.071 -0.020 -0.012 0.544
H 3.188951 0.462350 -1.647607 0.160 0.144 -0.091 0.383
H 2.018913 -0.627101 -2.387512 0.027 -0.036 -0.125 0.145
H 3.585670 -3.269985 -1.784572 0.054 -0.023 -0.060 0.414
H 1.841649 -3.007299 -1.603090 -0.111 -0.013 -0.119 0.212
H 2.797651 -3.560501 -0.222122 0.039 -0.053 0.116 0.351
H 2.873595 0.578283 3.196200 0.144 0.040 0.070 0.417
H 2.934117 -1.066587 2.592519 0.175 -0.113 -0.005 0.190
H 2.670974 -0.786665 4.327591 -0.041 -0.066 0.072 0.527
H 0.646777 1.533839 3.990121 0.044 0.129 0.039 0.412
H 0.457416 0.175420 5.114524 0.000 -0.042 0.074 0.442
H -0.803238 0.518895 3.914814 -0.168 -0.006 0.026 0.399
H 0.869914 -2.435958 2.419226 0.062 -0.115 -0.086 0.222
H -0.676255 -1.777453 2.936749 -0.181 -0.031 -0.015 0.236
H 0.540336 -2.214937 4.148601 0.045 -0.043 0.141 0.486
```
Positions in Å, forces in eV/Å.

The calculation puts the LUMO energy (alpha / beta) at 1.5 / 1.2 eV. Its HOMO-LUMO gap (alpha / beta) is 5.373 / 5.109 eV. The charge is -1. As for the expectation value of S²: 0.76. Its spin multiplicity is 2.

Record 2
The following is a DFT calculation (ωB97M-V/def2-TZVPD) of C22H25CoF3N3O2 as an isolated structure in a non-equilibrium geometry.

Structure (XYZ):
```
56
Properties=species:S:1:pos:R:3:forces:R:3:mulliken_charge:R:1
Co -0.081594 0.110807 0.794064 0.156 0.867 1.624 1.587
C -0.281644 -2.317884 -2.186670 0.111 0.071 0.062 -1.508
N 0.709673 -1.912353 -1.203874 0.011 -0.137 -0.168 1.128
C 1.053814 -3.011318 -0.293621 -0.101 0.081 0.148 -1.217
C 0.338270 -2.957775 1.063479 -0.102 0.171 -0.263 -0.087
C -1.169949 -2.738696 1.014872 0.115 -0.232 0.065 -1.377
N -1.516270 -1.401261 0.551722 0.046 -0.027 -0.146 0.431
C -2.649993 -1.261575 -0.017274 0.117 -0.297 0.097 -0.136
C -3.239092 -0.058610 -0.535644 -0.072 0.401 -0.142 0.492
C -4.518231 -0.159387 -1.109457 0.100 -0.039 0.052 -0.803
C -5.177494 0.923188 -1.636545 -0.190 0.063 -0.104 -0.699
C -4.546174 2.177363 -1.602023 0.062 -0.118 0.052 -0.386
C -3.297929 2.317266 -1.056940 0.051 0.041 0.004 -0.740
C -2.577943 1.213398 -0.500245 -0.098 -0.092 0.034 0.229
O -1.410162 1.404731 -0.029165 0.152 -0.232 0.086 -0.548
C 1.895192 -1.357563 -1.841865 -0.083 0.089 -0.023 -1.305
C 1.626163 -0.150884 -2.742278 -0.055 0.035 0.238 -0.939
C 0.884684 1.007678 -2.040002 0.004 -0.054 -0.252 -0.944
N 1.242591 1.058631 -0.646139 -0.147 0.132 -0.172 0.510
C 1.963616 2.018897 -0.210446 -0.044 -0.237 -0.308 -0.363
C 2.545140 2.054832 1.103054 -0.026 -0.099 0.454 0.741
C 3.279074 3.179181 1.504017 -0.097 -0.086 -0.083 -0.732
C 3.923330 3.225337 2.717414 0.109 0.141 0.035 -0.720
C 3.841229 2.112020 3.566182 -0.021 0.019 -0.051 -0.399
C 3.130870 0.995276 3.206577 -0.005 -0.070 0.042 -0.746
C 2.437794 0.915117 1.968271 0.118 0.144 -0.208 0.220
O 1.787211 -0.147114 1.650835 -0.401 -0.179 -0.034 -0.574
H 0.153939 -2.981739 -2.955594 -0.020 -0.015 -0.009 0.300
H -0.709264 -1.444172 -2.680517 -0.028 -0.029 -0.007 0.240
H -1.096704 -2.852228 -1.704293 -0.012 0.008 0.023 0.526
H 2.123895 -2.960710 -0.081715 0.019 -0.026 -0.060 0.511
H 0.870108 -3.978583 -0.789604 0.004 0.003 -0.003 0.391
H 0.773695 -2.146565 1.647967 0.051 -0.051 0.098 -0.256
H 0.539882 -3.893545 1.592401 0.010 -0.008 0.026 0.565
H -1.562920 -2.860186 2.029949 0.040 0.060 0.003 0.330
H -1.651025 -3.507202 0.390956 -0.066 0.037 0.008 0.525
H -3.273298 -2.158062 -0.153229 0.001 -0.004 0.030 0.123
H -4.995445 -1.135357 -1.129082 0.020 -0.012 0.021 0.320
H -6.165414 0.816466 -2.066897 0.018 -0.016 0.009 0.368
H -5.054344 3.043902 -2.010754 0.009 0.015 0.003 0.373
H -2.802294 3.280026 -1.021396 -0.005 -0.002 0.002 0.399
H 2.410476 -2.128399 -2.447316 0.030 0.003 0.028 0.551
H 2.564528 -1.040406 -1.041633 0.042 -0.045 0.004 0.355
H 1.062488 -0.446325 -3.630278 0.044 0.021 -0.047 0.418
H 2.604188 0.198033 -3.084898 0.006 0.014 -0.022 0.377
H -0.194767 0.854958 -2.114487 0.035 0.030 0.083 -0.023
H 1.128405 1.948977 -2.554875 -0.065 0.001 0.000 0.572
H 2.204633 2.855726 -0.882181 0.086 -0.035 -0.024 0.133
H 3.323570 4.027633 0.826925 0.043 0.001 0.002 0.322
H 4.486766 4.102192 3.010980 -0.024 -0.005 0.009 0.364
H 4.339721 2.142488 4.529072 -0.005 -0.025 0.005 0.370
H 3.040023 0.144998 3.871266 0.014 0.000 -0.006 0.406
F -2.082607 0.490320 2.914015 0.199 0.014 -0.027 -0.294
C -0.710002 0.443436 2.733627 -0.060 -0.256 -1.002 0.217
F -0.306577 -0.525870 3.640645 -0.064 0.088 -0.119 -0.305
F -0.263929 1.618890 3.291147 -0.028 -0.123 -0.064 -0.297
```
Positions in Å, forces in eV/Å.

The calculation puts the LUMO energy (alpha / beta) at 3.0 / 3.0 eV. Its HOMO-LUMO gap (alpha / beta) is 7.325 / 7.336 eV. The charge is -1. As for the expectation value of S²: 1.04. Its spin multiplicity is 2.

Record 3
The following is a DFT calculation (ωB97M-V/def2-TZVPD) of C22H25GeIN3Se3TeV as an isolated structure in a non-equilibrium geometry.

Structure (XYZ):
```
57
Properties=species:S:1:pos:R:3:forces:R:3:mulliken_charge:R:1
V -0.803916 1.794200 2.008720 -1.464 1.170 0.253 -0.358
Se -0.605306 4.310712 2.754580 0.089 -0.159 0.083 -0.269
Se -1.807470 4.237063 4.756482 -0.107 0.018 -0.041 -0.204
Te -1.123470 2.059153 5.806781 0.090 0.140 0.002 0.084
Se -1.882484 0.448933 4.168338 -0.031 -0.086 -0.411 -0.231
I -3.443003 2.328200 1.221166 -0.154 -0.058 0.178 0.138
C -2.737279 2.883036 -0.655615 0.240 -0.032 -0.044 0.589
C -3.654899 3.304510 -1.568124 0.034 0.102 -0.325 -0.724
C -3.222465 3.670515 -2.864900 -0.152 -0.028 0.160 -0.511
C -1.902396 3.585243 -3.182661 0.129 -0.038 0.034 -0.940
C -0.943752 3.141310 -2.233682 0.098 0.048 -0.152 1.220
C 0.426291 3.046097 -2.593281 -0.171 0.038 -0.032 -0.927
C 1.340641 2.631218 -1.677523 0.068 -0.064 0.216 -1.023
C 0.935678 2.284027 -0.364624 0.082 0.025 -0.061 0.250
C -0.374399 2.339872 0.060872 -0.391 -0.044 -0.668 -0.745
C -1.338124 2.783216 -0.917864 -0.120 0.009 0.132 0.711
H -4.704389 3.359296 -1.311292 0.010 0.002 -0.006 0.399
H -3.946495 4.013141 -3.593935 0.005 -0.014 0.023 0.377
H -1.558752 3.858948 -4.174345 0.012 -0.017 0.025 0.357
H 0.722466 3.303823 -3.604562 -0.023 0.009 0.030 0.342
H 2.387113 2.553104 -1.950686 -0.019 0.007 0.033 0.425
H 1.703704 1.957357 0.325599 0.024 -0.043 0.006 0.345
N 0.904671 1.438198 2.733577 1.483 -0.733 0.585 -0.280
C 1.823271 0.991556 3.292860 0.292 0.220 0.126 0.649
C 2.920304 0.498492 3.954245 0.316 -0.265 0.121 0.006
C 2.979815 -0.895324 4.281628 -0.028 0.471 -0.097 0.118
N 3.028308 -2.016794 4.547719 0.000 0.046 -0.025 -0.545
C 4.021959 1.361097 4.250331 -0.356 -0.255 -0.058 0.087
N 4.909120 2.057490 4.489712 0.009 -0.017 -0.001 -0.524
C 3.107955 -2.995625 -0.682691 -0.014 -0.004 -0.066 -1.097
C 2.550107 -3.192608 0.723494 0.044 0.028 -0.019 -0.595
C 1.097358 -2.735890 0.864129 -0.007 0.073 -0.106 -0.345
C 0.899101 -1.231623 0.638788 0.177 -0.110 0.076 -0.988
Ge -0.925667 -0.574670 1.059036 0.025 -0.730 0.048 0.843
C -1.983209 -0.756603 -0.605498 -0.154 -0.071 -0.227 -0.449
C -1.978882 -2.169499 -1.222301 0.021 0.075 0.029 -0.828
C -0.889128 -2.372297 -2.271648 0.027 0.024 0.006 0.204
C -0.871483 -3.788061 -2.835565 -0.030 -0.063 0.004 -1.588
H 4.144475 -3.331523 -0.760665 -0.026 -0.011 0.034 0.430
H 3.082288 -1.944603 -0.979031 0.003 -0.027 0.023 0.238
H 2.520442 -3.558021 -1.416698 0.011 0.028 0.032 0.200
H 3.163659 -2.647988 1.448337 -0.016 -0.008 -0.011 0.225
H 2.622066 -4.250437 0.996365 -0.001 0.015 -0.001 0.395
H 0.737403 -3.003740 1.860353 0.009 0.022 0.021 0.378
H 0.478959 -3.304244 0.156106 -0.011 0.036 0.043 0.079
H 1.105826 -0.953030 -0.397725 0.024 0.017 0.002 0.236
H 1.623692 -0.680240 1.246348 -0.017 -0.041 0.001 0.519
H -1.541150 -1.765085 1.889044 0.025 0.140 0.024 -0.252
H -1.625677 -0.025168 -1.337797 -0.026 -0.013 -0.009 0.115
H -3.003807 -0.462412 -0.348712 -0.020 0.001 -0.029 0.306
H -2.947446 -2.381997 -1.694070 0.026 0.039 0.008 0.451
H -1.857675 -2.930428 -0.441707 -0.036 0.040 0.017 0.284
H 0.085904 -2.143655 -1.834344 -0.010 0.002 -0.016 -0.139
H -1.036693 -1.648816 -3.080513 -0.003 -0.012 0.002 0.462
H -0.667859 -4.518684 -2.046564 -0.014 0.043 -0.026 0.298
H -0.107236 -3.913599 -3.606470 -0.016 0.032 0.031 0.383
H -1.838045 -4.047168 -3.279508 0.042 0.021 0.023 0.421
```
Positions in Å, forces in eV/Å.

The calculation puts the LUMO energy (alpha / beta) at 1.6 / -0.3 eV. Its HOMO-LUMO gap (alpha / beta) is 6.461 / 4.457 eV. The charge is -1. As for the expectation value of S²: 3.79. Its spin multiplicity is 4. Its energy above the lowest of the compared OMol25 structures with the same formula, charge and spin is 202.82 kJ/mol.

Number 1: total energy -166064.398 eV. Number 2: total energy -77566.307 eV. Number 3: total energy -321328.090 eV.